{
  "formula": "C2H8NO2",
  "method": "the ωB97M-V functional and the def2-TZVPD basis",
  "molar_mass_g_mol": 78.09,
  "charge": -1,
  "total_energy_ha": -286.22432,
  "gap_ev": 8.112,
  "fmax_ev_per_a": 1.89,
  "relative_energy_kcal_mol": 14.4,
  "multiplicity": 1,
  "elements": ["C", "O", "H", "H", "H", "N", "C", "O", "H", "H", "H", "H", "H"],
  "coordinates": [[0.7136, 2.3574, 1.1666], [0.0535, 1.9064, 0.0505], [1.8237, 2.1526, 1.1921], [0.3765, 1.7844, 2.0723], [0.5683, 3.4149, 1.4095], [-0.6154, -2.6379, -0.4784], [-0.5290, -1.2154, -0.8685], [0.3235, -0.5106, -0.0846], [-1.2687, -2.8387, 0.2723], [0.2179, -3.0853, -0.1179], [-1.5827, -0.7962, -0.8933], [-0.1731, -1.2212, -1.9244], [0.1794, 0.7962, -0.0259]],
  "forces_ev_per_angstrom": [[0.50, -1.36, 1.22], [0.12, 0.34, -0.34], [-0.49, 0.33, -0.40], [0.01, 0.40, -0.17], [-0.12, 0.19, -0.33], [-1.15, -1.20, 0.00], [0.60, 0.19, 0.24], [-0.03, 0.05, 0.20], [-0.26, 0.62, -0.12], [0.62, 0.80, -0.43], [0.57, -0.51, 0.11], [-0.21, -0.07, 0.08], [-0.16, 0.23, -0.07]]
}